[1]
This record from the Open Molecules 2025 dataset describes a cluster of 14 separate species, C30H88NO14 in total. The level of theory is ωB97M-V/def2-TZVPD.

Element x y z (Å)
1 C -4.1846 5.5528 0.7627
2 C -4.2208 4.4287 -0.2850
3 C -4.0621 3.0137 0.2868
4 C -2.7977 2.8134 1.1342
5 C -1.9208 1.6287 0.7141
6 C -2.6426 0.2842 0.5758
7 C -2.6654 -0.5601 1.8625
8 C -1.5663 -1.6222 1.9404
9 C -0.1547 -1.0902 2.2373
10 C -0.0334 -0.1847 3.4615
11 C 1.3756 0.4496 3.5768
12 C 1.4263 1.9547 3.2523
13 C 2.5264 2.3677 2.2590
14 C 2.6015 1.5017 0.9834
15 C 3.9331 0.7582 0.8316
16 C 4.0980 0.1064 -0.5113
17 O 3.0116 -0.9047 -0.5739
18 C 5.4163 -0.6814 -0.5348
19 N 6.5958 0.0504 -0.0723
20 H -3.7349 5.2441 1.7057
21 H -3.6095 6.3935 0.3744
22 H -5.2058 5.8890 0.9477
23 H -5.1833 4.4489 -0.8013
24 H -3.4383 4.5624 -1.0359
25 H -4.0524 2.3202 -0.5582
26 H -4.9594 2.7534 0.8597
27 H -3.0289 2.7535 2.2022
28 H -2.1832 3.7140 1.0297
29 H -1.4688 1.8837 -0.2502
30 H -1.0814 1.5268 1.4030
31 H -3.6656 0.3994 0.2144
32 H -2.1180 -0.2954 -0.1894
33 H -3.6249 -1.0893 1.8894
34 H -2.6634 0.0728 2.7563
35 H -1.8499 -2.3666 2.6871
36 H -1.5227 -2.1281 0.9702
37 H 0.2417 -0.6064 1.3407
38 H 0.4864 -1.9586 2.4143
39 H -0.7631 0.6279 3.4278
40 H -0.2620 -0.7837 4.3472
41 H 1.7129 0.3062 4.6066
42 H 2.0630 -0.1134 2.9439
43 H 0.4607 2.3226 2.8918
44 H 1.6130 2.4884 4.1909
45 H 3.4861 2.3195 2.7850
46 H 2.3687 3.4162 1.9903
47 H 2.5141 2.1444 0.1047
48 H 1.7847 0.7803 0.9802
49 H 3.9957 0.0223 1.6790
50 H 4.7259 1.4972 0.9830
51 H 3.3711 -1.6970 -0.9896
52 H 5.6204 -0.9749 -1.5752
53 H 5.2871 -1.5973 0.0828
54 H 6.6157 0.0736 0.9375
55 H 6.5349 0.9985 -0.4274
56 C 6.7069 -3.1537 -2.6024
57 O 5.3141 -3.2680 -2.9236
58 H 6.7843 -2.7389 -1.6013
59 H 7.1839 -4.1329 -2.6344
60 H 7.1970 -2.4805 -3.3042
61 H 5.2584 -3.6189 -3.8178
62 C 2.5677 -5.6202 -2.1015
63 O 3.0631 -4.4733 -1.4365
64 H 1.7906 -6.0500 -1.4732
65 H 2.1273 -5.3526 -3.0680
66 H 3.3497 -6.3723 -2.2613
67 H 3.7322 -4.0541 -1.9973
68 C -2.9387 -3.1318 6.1509
69 O -2.5102 -2.2851 5.0999
70 H -2.4240 -4.0878 6.0865
71 H -2.7143 -2.6908 7.1269
72 H -4.0142 -3.3200 6.0775
73 H -2.9653 -1.4392 5.1911
74 C 4.4515 0.9823 -4.1748
75 O 4.3559 -0.4383 -4.2389
76 H 4.2756 1.4112 -5.1614
77 H 3.7096 1.3506 -3.4665
78 H 5.4444 1.2849 -3.8351
79 H 4.4967 -0.7424 -3.3296
80 C -6.1269 -2.6794 1.9454
81 O -6.0972 -1.5137 1.1334
82 H -5.6044 -2.4407 2.8702
83 H -7.1515 -2.9782 2.1860
84 H -5.6114 -3.5159 1.4669
85 H -6.5435 -1.7100 0.3053
86 C -3.5426 7.4365 -2.7895
87 O -3.4363 8.3532 -1.7016
88 H -4.3271 6.7260 -2.5407
89 H -3.8047 7.9621 -3.7115
90 H -2.6035 6.8956 -2.9297
91 H -2.7407 8.9817 -1.9118
92 C 10.4052 -3.0340 -4.0959
93 O 9.6553 -3.4907 -2.9801
94 H 9.7283 -3.0115 -4.9470
95 H 10.7914 -2.0244 -3.9336
96 H 11.2376 -3.7062 -4.3257
97 H 10.2340 -3.5093 -2.2131
98 C -5.7075 -0.7090 5.8066
99 O -4.9254 0.2588 5.1157
100 H -5.6553 -0.4738 6.8669
101 H -6.7527 -0.6875 5.4862
102 H -5.3039 -1.7092 5.6360
103 H -4.9520 0.0631 4.1723
104 C -7.9963 5.7568 -1.3615
105 O -7.6815 4.4727 -1.8862
106 H -8.2386 6.4124 -2.1958
107 H -8.8544 5.7006 -0.6885
108 H -7.1452 6.1725 -0.8161
109 H -7.4668 3.9163 -1.1303
110 C 6.8831 -0.0436 -6.1001
111 O 6.7457 -0.3080 -4.7153
112 H 7.7950 0.5375 -6.2287
113 H 6.9701 -0.9655 -6.6852
114 H 6.0392 0.5377 -6.4835
115 H 5.9279 -0.8063 -4.5983
116 C 2.8007 -3.5000 -4.9579
117 O 3.4270 -2.6038 -5.8525
118 H 2.2870 -4.2649 -5.5400
119 H 3.5386 -3.9934 -4.3171
120 H 2.0740 -2.9949 -4.3147
121 H 3.8838 -1.9540 -5.2940
122 C -0.5168 -7.7119 0.8259
123 O -0.2435 -6.9576 -0.3442
124 H -0.2340 -8.7416 0.6181
125 H 0.0649 -7.3536 1.6796
126 H -1.5798 -7.6855 1.0845
127 H -0.4825 -6.0415 -0.1724
128 C -8.1174 3.2504 1.9878
129 O -7.7122 4.5572 1.5955
130 H -8.5098 2.7548 1.1020
131 H -7.2759 2.6675 2.3707
132 H -8.9050 3.2850 2.7452
133 H -7.3594 5.0047 2.3698

The calculation puts the gap between HOMO and LUMO at 3.2 eV. As for the total charge: -1. The calculation puts the total energy at -2303.63505 a.u.

These are the Löwdin partial charges, in e, on atoms 1 to 2: number 1, C, carries -0.0923; number 2, C, carries -0.2520

***

[2]
This record from the Open Molecules 2025 dataset describes a structure of composition C30H90AsF6O15S15. The level of theory is ωB97M-V/def2-TZVPD.

Element x y z (Å)
1 As -0.1200 -0.3127 -0.7367
2 F 0.6101 1.2216 -0.3504
3 F -0.2788 -0.0269 -2.4395
4 F -0.8773 -1.8221 -0.9642
5 F 0.0015 -0.7631 0.9912
6 F -1.6387 0.3640 -0.3214
7 F 1.4468 -0.9652 -1.0177
8 C 0.9178 4.6034 -1.0136
9 S 2.7657 4.9574 -0.8379
10 O 3.5431 4.3237 -1.9967
11 C 2.8219 6.7218 -1.3300
12 H 0.7097 3.6430 -0.4935
13 H 0.8240 4.5256 -2.1228
14 H 0.2940 5.4138 -0.5930
15 H 2.5471 6.8128 -2.3941
16 H 3.8109 7.1474 -1.1565
17 H 2.0883 7.4135 -0.8958
18 C -3.6976 1.2878 6.6916
19 S -2.2852 1.0508 5.4834
20 O -1.4849 2.2771 5.7438
21 C -1.4887 -0.3941 6.2794
22 H -3.3564 1.6434 7.7215
23 H -4.3766 0.4285 6.8023
24 H -4.1782 2.2264 6.3517
25 H -2.2993 -1.1086 6.3139
26 H -1.2579 -0.1808 7.2796
27 H -0.6367 -0.6780 5.7254
28 C -1.7986 5.1614 4.4880
29 S -2.0541 5.4085 2.7222
30 O -1.3030 4.4629 1.8578
31 C -3.7686 4.7783 2.4887
32 H -2.6363 5.7705 4.8393
33 H -0.8188 5.4300 4.7716
34 H -1.9902 4.0738 4.7950
35 H -3.8776 4.3488 1.4891
36 H -4.5934 5.4409 2.6594
37 H -3.9080 3.9516 3.2392
38 C -5.2458 -3.3848 3.0634
39 S -4.8397 -1.6846 3.4930
40 O -4.4294 -1.7361 4.9637
41 C -3.2770 -1.4692 2.5546
42 H -4.3976 -4.0571 3.0459
43 H -5.6044 -3.3895 2.0307
44 H -5.9858 -3.7372 3.8371
45 H -2.5645 -2.1335 2.9449
46 H -2.9087 -0.4330 2.5575
47 H -3.4993 -1.6894 1.5627
48 C 0.5604 -3.2186 4.4503
49 S 2.1515 -4.1628 4.1129
50 O 1.8159 -5.0889 2.9439
51 C 2.9247 -2.5521 3.3452
52 H 0.7576 -2.2612 4.9174
53 H -0.3589 -3.7166 4.8964
54 H 0.2438 -2.8511 3.4667
55 H 2.9500 -1.8833 4.2160
56 H 2.1797 -2.1661 2.6944
57 H 3.8571 -2.7773 2.8248
58 C 2.3376 2.4457 5.3447
59 S 2.3100 0.8607 4.4318
60 O 1.6864 -0.0672 5.4580
61 C 1.0225 1.2940 3.2208
62 H 2.6069 3.2543 4.6876
63 H 3.1404 2.3193 6.0974
64 H 1.3727 2.4524 5.8907
65 H 1.3779 2.0786 2.6090
66 H 0.1854 1.6768 3.8330
67 H 0.7320 0.4275 2.6342
68 C 0.5473 2.0358 -4.5075
69 S -0.8553 2.5833 -5.5676
70 O -0.3324 2.9884 -6.9124
71 C -1.6278 1.0082 -5.7608
72 H 1.1692 2.9377 -4.2504
73 H 1.1069 1.3808 -5.2450
74 H 0.1898 1.4746 -3.6496
75 H -1.5270 0.3361 -4.8882
76 H -1.2311 0.4046 -6.6035
77 H -2.6669 1.2419 -5.8701
78 C 3.6617 4.4416 -5.2130
79 S 2.1960 5.2134 -6.0090
80 O 2.7952 6.5851 -6.2581
81 C 2.3745 4.3877 -7.5845
82 H 3.6446 4.6999 -4.1176
83 H 4.5902 4.9986 -5.5421
84 H 3.7211 3.3133 -5.3021
85 H 2.1791 3.3669 -7.4400
86 H 3.3920 4.5190 -7.9512
87 H 1.6206 4.7338 -8.2757
88 C -3.6510 -2.2305 -1.1999
89 S -3.2533 -3.9172 -0.7060
90 O -3.5520 -4.1126 0.7352
91 C -4.6871 -4.5848 -1.5381
92 H -3.5101 -2.0527 -2.2451
93 H -2.8917 -1.6658 -0.6811
94 H -4.6076 -1.9730 -0.8121
95 H -4.7929 -5.6747 -1.4255
96 H -4.4893 -4.4161 -2.5896
97 H -5.5310 -4.0569 -1.1480
98 C -2.2869 3.5846 -1.5103
99 S -3.8234 2.7286 -1.7758
100 O -4.8858 3.5650 -1.2331
101 C -3.8967 3.0192 -3.6014
102 H -1.8544 3.1741 -0.6055
103 H -2.4875 4.6596 -1.4475
104 H -1.7707 3.2420 -2.4440
105 H -3.6383 4.0711 -3.7111
106 H -4.9010 2.7924 -3.9096
107 H -3.1834 2.2927 -4.0017
108 C 0.3434 -2.2024 -4.3784
109 S -1.0564 -3.0999 -3.7809
110 O -2.2260 -2.4974 -4.5372
111 C -0.5759 -4.6030 -4.5336
112 H 0.2732 -1.2259 -3.8709
113 H 0.4332 -2.1275 -5.5100
114 H 1.2494 -2.6772 -3.9376
115 H -1.4302 -5.2849 -4.5289
116 H 0.2458 -5.1288 -4.0174
117 H -0.4151 -4.5371 -5.6091
118 C 4.5181 -1.4451 -2.7598
119 S 5.1750 0.2338 -2.3054
120 O 6.2764 0.3747 -3.2786
121 C 3.6998 1.1489 -2.8502
122 H 5.3332 -2.1462 -2.5368
123 H 4.3634 -1.3853 -3.8508
124 H 3.5905 -1.8628 -2.3491
125 H 3.4502 0.9282 -3.8926
126 H 3.8989 2.2077 -2.7074
127 H 2.8758 0.9105 -2.1998
128 C 5.2807 1.0676 1.1372
129 S 4.0475 2.3694 0.9003
130 O 3.5237 2.7232 2.2071
131 C 5.4056 3.6868 0.6093
132 H 5.8717 1.2701 2.0399
133 H 5.9820 0.9668 0.3334
134 H 4.7828 0.1380 1.2708
135 H 5.7310 3.7036 -0.4483
136 H 6.2448 3.5812 1.3429
137 H 4.9114 4.6183 0.8428
138 C -1.2021 -6.1647 3.6086
139 S -0.9905 -7.4613 2.3535
140 O -1.5761 -8.6727 3.0805
141 C -2.3204 -6.9043 1.2900
142 H -0.2816 -6.1847 4.1932
143 H -2.1575 -6.5151 4.0494
144 H -1.3191 -5.1829 3.1180
145 H -2.1683 -5.8795 0.9253
146 H -3.2703 -6.9260 1.8215
147 H -2.3693 -7.5699 0.4184
148 C 2.6384 -6.2500 0.0106
149 S 2.1161 -4.4912 -0.4053
150 O 1.9492 -4.4464 -1.9205
151 C 0.4810 -4.7464 0.2515
152 H 2.0944 -6.8957 -0.7567
153 H 2.4898 -6.5265 1.0146
154 H 3.7050 -6.3190 -0.2951
155 H 0.1618 -5.7774 -0.0625
156 H -0.2697 -4.1040 -0.2461
157 H 0.4741 -4.7704 1.3497

The calculation puts the gap between HOMO and LUMO at 8.7 eV. As for the total charge: -1. The calculation puts the total energy at -11133.12142 a.u.

These are the Löwdin partial charges, in e, on atoms 1 to 2: number 1, As, carries 0.7294; number 2, F, carries -0.2457

***

[3]
This record from the Open Molecules 2025 dataset describes a cluster of 15 separate species, C30H90O15 in total. The level of theory is ωB97M-V/def2-TZVPD.

Element x y z (Å)
1 C -4.3616 -6.0499 0.8048
2 C -4.9864 -4.7539 0.3501
3 O -5.2777 -3.8780 1.4159
4 H -4.8349 -6.4628 1.6663
5 H -3.3577 -5.8352 1.1925
6 H -4.2734 -6.7527 -0.0258
7 H -5.9554 -5.0289 0.0041
8 H -4.5238 -4.2910 -0.5810
9 H -4.5070 -3.6263 1.9022
10 C 5.5365 3.2149 0.6109
11 C 4.5855 2.1654 1.0727
12 O 3.3178 2.4011 0.5322
13 H 5.4386 3.2066 -0.5344
14 H 6.5406 3.0120 1.0204
15 H 5.2806 4.2142 0.9472
16 H 4.5717 2.0775 2.1913
17 H 4.9373 1.2009 0.7110
18 H 2.8865 3.2566 0.7933
19 C -2.5256 4.5488 1.6108
20 C -1.7887 3.2834 1.9029
21 O -0.5038 3.5661 2.4977
22 H -3.3076 4.3961 0.9473
23 H -1.8024 5.2431 1.2259
24 H -2.8899 4.9566 2.5670
25 H -1.5057 2.8202 0.9204
26 H -2.3561 2.5961 2.5601
27 H -0.2081 2.8187 3.0492
28 C 0.8902 -1.7909 -4.0582
29 C 0.0298 -2.1805 -2.8847
30 O 0.7134 -2.7466 -1.7707
31 H 0.2613 -1.6177 -4.9486
32 H 1.5082 -2.6624 -4.3463
33 H 1.4749 -0.8788 -3.9319
34 H -0.7508 -2.8983 -3.1749
35 H -0.4291 -1.2799 -2.4572
36 H 1.6605 -2.8740 -1.9772
37 C 2.3330 6.4015 0.3162
38 C 1.1029 5.6427 0.7021
39 O 1.5259 4.3019 0.8318
40 H 3.0414 6.4581 1.1516
41 H 2.1388 7.4542 0.0154
42 H 2.7606 5.9644 -0.5642
43 H 0.3551 5.7410 -0.0762
44 H 0.6585 5.9526 1.5925
45 H 0.7799 3.9224 1.3293
46 C 2.1729 2.0318 -3.4245
47 C 3.5305 1.6758 -2.9472
48 O 3.5549 0.6824 -1.9695
49 H 1.4936 2.3420 -2.5870
50 H 1.7659 1.1571 -3.8542
51 H 2.2153 2.8101 -4.2030
52 H 4.0758 2.5265 -2.6657
53 H 4.1066 1.3692 -3.8354
54 H 3.3974 1.0686 -1.1010
55 C -4.4316 -1.3514 -5.1357
56 C -5.0596 -0.2107 -4.1536
57 O -4.1373 0.8234 -3.8678
58 H -4.4495 -1.0220 -6.1801
59 H -5.0159 -2.2443 -5.0021
60 H -3.4473 -1.7015 -4.9164
61 H -5.3490 -0.6286 -3.1936
62 H -5.9817 0.1770 -4.6440
63 H -3.4680 1.0753 -4.5110
64 C -3.8371 -0.7444 -0.2254
65 C -4.1630 0.7494 -0.3537
66 O -3.4904 1.4242 -1.4178
67 H -3.5912 -1.0930 -1.2096
68 H -4.7399 -1.3398 0.0238
69 H -3.0047 -0.9207 0.4229
70 H -3.9515 1.3339 0.5543
71 H -5.2523 0.7903 -0.5257
72 H -3.8801 1.2035 -2.3047
73 C 3.7933 -2.7504 3.4137
74 C 3.3505 -3.0054 1.9846
75 O 4.2754 -2.5037 1.0247
76 H 2.9391 -2.9174 4.0564
77 H 3.9077 -1.6439 3.5417
78 H 4.6927 -3.2684 3.7905
79 H 2.3600 -2.5206 1.9240
80 H 3.1972 -4.1131 1.9061
81 H 3.7697 -2.1251 0.2702
82 C -3.6388 -0.7194 3.5017
83 C -3.1765 -1.8832 4.3659
84 O -3.5182 -3.1641 3.7620
85 H -3.5731 -1.0513 2.4028
86 H -3.0218 0.1784 3.6221
87 H -4.6690 -0.4084 3.6683
88 H -3.5898 -1.7702 5.3662
89 H -2.1045 -1.8627 4.5680
90 H -4.0305 -3.6402 4.4620
91 C 5.9976 -1.7023 -3.2391
92 C 5.5055 -2.0246 -1.7951
93 O 4.0444 -1.8746 -1.5577
94 H 5.5621 -0.7192 -3.5874
95 H 5.8356 -2.4532 -3.9974
96 H 7.0438 -1.4994 -3.1605
97 H 6.1132 -1.3320 -1.1757
98 H 5.7520 -3.0278 -1.4447
99 H 3.8485 -0.9314 -1.8060
100 C -2.2842 3.8972 -3.6795
101 C -1.3251 3.0761 -2.9281
102 O -1.3738 1.7031 -3.2245
103 H -2.2984 3.4546 -4.6904
104 H -1.9442 4.9384 -3.6666
105 H -3.2532 3.9912 -3.2920
106 H -1.4236 3.2332 -1.8635
107 H -0.3314 3.4109 -3.2279
108 H -1.6574 1.2335 -2.4174
109 C 1.9105 0.0105 5.2350
110 C 1.5805 1.3138 4.5809
111 O 0.4140 1.2863 3.8054
112 H 1.1870 -0.2637 6.0521
113 H 2.9281 0.0347 5.6572
114 H 2.0817 -0.7647 4.4932
115 H 2.4278 1.7019 3.9985
116 H 1.4760 2.1511 5.2835
117 H 0.3998 0.4429 3.3270
118 C 0.3047 0.4121 -0.2441
119 C 1.2224 -0.6154 0.5331
120 O 0.6356 -0.9414 1.7979
121 H -0.5843 0.0262 -0.6963
122 H 0.8680 0.9459 -1.0296
123 H -0.0707 1.1211 0.4763
124 H 2.1154 -0.0482 0.8483
125 H 1.4378 -1.5151 -0.0273
126 H -0.2553 -1.3012 1.6542
127 C -0.4655 -4.5584 1.9663
128 C -0.9760 -3.6662 0.8603
129 O -1.5873 -2.4491 1.3736
130 H -1.2284 -4.8066 2.7185
131 H 0.3291 -4.1305 2.4829
132 H 0.0225 -5.5088 1.6217
133 H -1.7137 -4.2493 0.3053
134 H -0.1973 -3.2784 0.1694
135 H -2.2835 -2.7479 2.0029

Its relative energy (zero: lowest compared OMol25 entry of this formula, charge and spin) is 503.7 kJ/mol. The calculation puts the gap between HOMO and LUMO at 9.8 eV. The calculation puts the total energy at -2325.42681 a.u.

These are the Löwdin partial charges, in e, on atoms 1 to 2: number 1, C, carries -0.0826; number 2, C, carries -0.3364